{"formula": "C2H4ClN2", "method": "the ωB97M-V functional and the def2-TZVPD basis", "relative_energy_kj_mol": 329.5, "homo_ev": [-14.671, -14.673], "total_charge": 1, "species": ["N", "C", "N", "H", "H", "Cl", "H", "H", "C"], "coordinates": [[-0.3487, 0.3858, 0.5432], [0.0996, -0.2030, -0.4205], [0.2888, -0.6209, -1.6569], [1.1037, -0.6360, -2.2630], [-0.6840, 2.1575, 1.5628], [2.1252, -1.4549, 0.5356], [-0.4784, -1.0256, -2.1893], [-1.3178, 0.4129, 2.3445], [-0.7885, 0.9842, 1.5436]], "forces_ev_per_angstrom": [[-0.1, -1.0, -2.0], [4.8, -1.9, -0.5], [-2.6, 0.3, 0.3], [0.8, 0.3, 1.2], [0.1, -2.4, 0.3], [-1.8, 1.6, -0.6], [-0.5, 0.2, 0.4], [0.3, 0.6, -0.7], [-0.9, 2.5, 1.6]], "nbo_charge": [-0.376, 0.799, -0.773, 0.488, 0.268, -0.267, 0.451, 0.260, 0.151]}